[1]
# C6H6N2

One molecule with the formula C6H6N2 in a non-equilibrium geometry (ωB97M-V with the def2-TZVPD basis set, the OMol25 dataset).

```
14
C6H6N2 ωB97M-V with the def2-TZVPD basis set
C -2.0778 -0.0318 -0.1002
C -1.3497 1.1121 0.0649
C -0.0282 0.7347 -0.0600
C 1.3592 1.1650 -0.0747
C 2.0935 0.0304 -0.0661
N 1.2645 -1.0962 -0.0291
N -0.0134 -0.6400 -0.0420
C -1.2092 -1.1752 -0.1355
H -3.1785 -0.0648 0.0559
H -1.7517 2.1005 0.1462
H 1.7171 2.1493 -0.1646
H 3.1477 -0.2560 -0.1325
H 1.5391 -1.8243 0.6111
H -1.5125 -2.2036 -0.0734
```

## Properties
Kohn-Sham gap in eV: 8.2
Energy relative to the best compared isomer or geometry (same formula, charge and spin) in kcal/mol: 34.3
Structure (SMILES): c1cc2cc[nH]n2c1
Multiplicity: 1
Energy in eV: -9297.2555


[2]
# C6H12ClNO

One molecule with the formula C6H12ClNO in a non-equilibrium geometry (ωB97M-V with the def2-TZVPD basis set, the OMol25 dataset).

```
21
C6H12ClNO ωB97M-V with the def2-TZVPD basis set
H -0.9579 -1.0974 -2.2709
N -0.3239 -0.3753 -1.9419
C -0.3344 -0.2005 -0.7100
O -0.9557 -0.9194 0.2717
C -1.9539 -1.8586 -0.1338
C 0.4753 1.0850 -0.0284
C -0.6329 2.1468 0.1262
Cl 1.4128 1.8127 -1.3013
C 1.3540 0.5956 1.0942
C 1.9352 -0.7400 0.6890
H -2.6694 -1.6057 -1.0441
H -2.4979 -2.1155 0.8006
H -1.3973 -2.7001 -0.5245
H -1.1920 2.0157 -0.8477
H -0.1790 3.1794 0.0820
H -1.1483 2.1521 1.0234
H 2.1361 1.3961 1.2354
H 0.7125 0.5469 1.9210
H 1.2029 -1.5883 0.9363
H 1.9785 -0.7334 -0.3694
H 3.0355 -0.9959 0.9923
```

## Properties
Kohn-Sham gap in eV: 10.9
Energy relative to the best compared isomer or geometry (same formula, charge and spin) in kcal/mol: 18.5
Structure (SMILES): [H]/N=C(\OC)[C@](C)(Cl)CC
Multiplicity: 1
Energy in eV: -22474.9786


[3]
# C3H2FMnO2

C3H2FMnO2 as an isolated structure in a non-equilibrium geometry (ωB97M-V with the def2-TZVPD basis set, the OMol25 dataset).

```
9
C3H2FMnO2 ωB97M-V with the def2-TZVPD basis set
O -0.6791 1.0355 -1.3115
C -0.1462 0.0639 -0.4499
O -0.5782 -1.1331 -0.4374
C 0.0988 2.0722 -0.5766
C 0.5796 0.9497 0.2772
H -0.5746 2.8159 -0.1268
H 0.8193 2.5477 -1.2574
F 1.2281 0.8720 1.4531
Mn -0.5758 -2.6246 0.6039
```

## Properties
Kohn-Sham gap (spin up / spin down) in eV: 7.7 / 7.3
Energy relative to the best compared isomer or geometry (same formula, charge and spin) in kcal/mol: 20.8
Multiplicity: 7
Energy in eV: -41272.1541


[4]
# C3H6NP

A 2-piece molecular cluster, C3H6NP overall in a non-equilibrium geometry (ωB97M-V with the def2-TZVPD basis set, the OMol25 dataset).

```
11
C3H6NP ωB97M-V with the def2-TZVPD basis set
C -0.9402 -1.1515 -1.3633
C -0.5696 0.9466 0.9625
C 0.2417 -1.3245 -0.7046
N -1.9006 -1.2664 -2.0058
P 0.8253 -0.1032 0.3464
H -0.8480 1.6748 0.2462
H -0.1387 1.7163 1.6213
H -1.4024 0.4424 1.4699
H 0.8389 -2.2245 -0.8807
H 1.2501 0.0768 -2.5299
H 1.0159 -0.9602 1.3173
```

## Properties
Kohn-Sham gap (spin up / spin down) in eV: 8.3 / 7.8
Energy relative to the best compared isomer or geometry (same formula, charge and spin) in kcal/mol: 94.9
Multiplicity: 1
Energy in eV: -13981.7107


[5]
# C5H11FN3O

An isolated ion of composition C5H11FN3O and charge +1 in a non-equilibrium geometry (ωB97M-V with the def2-TZVPD basis set, the OMol25 dataset).

```
21
C5H11FN3O ωB97M-V with the def2-TZVPD basis set
C -0.9735 1.7023 0.9503
C -0.1461 0.8916 -0.0588
C -0.9928 0.3826 -1.2484
N 0.5870 -0.2625 0.5249
N 1.8529 -0.1717 0.9007
C 2.2893 -1.3151 1.3375
N 1.2769 -2.1765 1.3836
C 0.1309 -1.5312 0.7653
O -0.2316 -2.1953 -0.5418
F -0.9425 -1.5343 1.6269
H -0.3987 2.0886 1.8836
H -1.5215 2.5766 0.5622
H -1.8681 1.0795 1.1062
H 0.7772 1.4030 -0.5474
H -1.2802 1.2189 -1.9439
H -2.0395 0.0354 -0.8839
H -0.7025 -0.5215 -1.8094
H 2.3788 0.7344 1.0917
H 3.3429 -1.5069 1.6229
H 1.2997 -3.1636 1.6096
H -1.1607 -2.4844 -0.3984
```

## Properties
Kohn-Sham gap in eV: 10.2
Energy relative to the best compared isomer or geometry (same formula, charge and spin) in kcal/mol: 33.9
Structure (SMILES): CC(C)N1NC=[NH+][C@@]1(O)F
Total charge: +1
Multiplicity: 1
Energy in eV: -14590.2533


[6]
# C32H51ClN7O2PPbS3SeSi

C32H51ClN7O2PPbS3SeSi as an isolated structure (ωB97M-V with the def2-TZVPD basis set, the OMol25 dataset).

```
100
C32H51ClN7O2PPbS3SeSi ωB97M-V with the def2-TZVPD basis set
Pb 0.0578 0.1511 0.0917
N 1.2095 -1.2420 -1.9576
C 1.4644 -0.4530 -3.1759
C 0.1784 -0.1689 -3.9446
C -0.7854 0.8272 -3.3084
N -1.3980 0.3533 -2.0577
H 2.0654 -1.6197 -1.5497
H 0.6509 -2.0552 -2.2003
H 2.1666 -0.9737 -3.8342
H 1.9364 0.4886 -2.8822
H -0.3464 -1.1159 -4.1303
H 0.4525 0.2247 -4.9258
H -1.5656 1.0806 -4.0324
H -0.2487 1.7538 -3.0835
H -1.9319 -0.4936 -2.2412
H -2.1308 1.0254 -1.7690
N -3.1666 1.6737 1.6375
C -2.2663 2.6751 1.3102
C -2.6269 3.9817 1.6782
C -1.7839 5.0170 1.3708
C -0.5878 4.7529 0.6999
C -0.3138 3.4461 0.3932
N -1.1222 2.4181 0.6996
C -3.3297 0.3573 1.2388
C -4.6137 -0.1758 1.4635
C -4.8762 -1.4746 1.1349
C -3.8607 -2.2517 0.5710
C -2.6450 -1.6584 0.3832
N -2.3604 -0.3797 0.7076
H -4.0565 2.0719 1.8939
H -3.5705 4.1597 2.1771
H -2.0543 6.0307 1.6363
H 0.0980 5.5391 0.4204
H 0.6007 3.1821 -0.1322
H -5.3907 0.4653 1.8575
H -5.8631 -1.8868 1.2987
H -4.0186 -3.2816 0.2866
H -1.8228 -2.2227 -0.0430
Cl 1.0711 2.2418 5.9604
C 1.7176 2.3218 4.3542
C 2.6738 3.2673 4.0258
C 3.1494 3.2933 2.7258
C 2.6360 2.3855 1.8138
N 1.7219 1.4741 2.1399
C 1.2728 1.4316 3.3915
H 3.0334 3.9595 4.7753
H 3.8996 4.0094 2.4198
H 2.9498 2.3538 0.7751
H 0.5492 0.6621 3.6385
S 3.9496 2.2270 -1.5942
C 5.0163 1.0722 -1.0000
N 6.3097 1.0431 -1.4355
C 7.2522 0.1489 -1.0353
C 6.9392 -0.8185 -0.1419
C 5.6096 -0.8645 0.3443
C 4.6850 0.0469 -0.0646
H 6.5466 1.7580 -2.1106
H 8.2317 0.2631 -1.4756
H 7.6822 -1.5357 0.1703
H 5.3156 -1.6434 1.0369
H 3.6622 -0.0090 0.2814
C 1.6918 -6.5138 2.8470
C 1.6171 -5.1399 3.4870
C 0.2083 -4.7556 3.8872
O 2.2545 -4.1666 2.6274
P 1.7053 -3.3569 1.3819
S 3.2196 -2.7031 0.3344
S 0.4068 -1.9468 1.9980
O 0.8272 -4.4982 0.6703
C 0.2363 -4.3768 -0.6288
C 1.1868 -4.8542 -1.7082
C -1.0481 -5.1827 -0.5898
H 1.4324 -7.2724 3.5875
H 2.7002 -6.7101 2.4835
H 1.0003 -6.5873 2.0080
H 2.2573 -5.1247 4.3696
H -0.4582 -4.7510 3.0233
H 0.1772 -3.7689 4.3468
H -0.1565 -5.4917 4.6060
H -0.0158 -3.3209 -0.7886
H 1.4914 -5.8806 -1.4955
H 2.0809 -4.2352 -1.7504
H 0.6826 -4.8326 -2.6771
H -0.8213 -6.2496 -0.5519
H -1.6504 -4.9863 -1.4784
H -1.6291 -4.9228 0.2965
C -5.1877 4.0585 -3.9703
Si -4.1471 3.9877 -2.4092
C -2.3648 4.3662 -2.8918
C -4.7040 5.3909 -1.2863
Se -4.3423 2.0020 -1.4211
H -5.1637 5.0384 -4.4578
H -6.2237 3.8179 -3.7223
H -4.8354 3.3081 -4.6818
H -2.2825 5.3363 -3.3945
H -1.9812 3.6009 -3.5717
H -1.7267 4.3869 -2.0037
H -4.6116 6.3641 -1.7809
H -4.0970 5.4096 -0.3768
H -5.7474 5.2509 -0.9952
```

## Properties
Kohn-Sham gap in eV: 6.4
Energy relative to the best compared isomer or geometry (same formula, charge and spin) in kcal/mol: 27.8
Multiplicity: 1
Energy in eV: -181332.5034


[7]
# C6H8IN5O3

A 2-piece molecular cluster, C6H8IN5O3 overall in a non-equilibrium geometry (ωB97M-V with the def2-TZVPD basis set, the OMol25 dataset).

```
23
C6H8IN5O3 ωB97M-V with the def2-TZVPD basis set
N 0.6472 3.1117 -0.5713
C -0.1298 2.1037 -0.1687
N 0.3786 0.8997 -0.3743
C -0.3413 -0.0723 0.2833
C -1.6356 -0.0412 0.6606
C -2.3271 1.1778 0.4644
O -3.5114 1.4027 0.5743
N -1.3866 2.2745 0.1078
N -2.0442 -1.2491 1.3061
C -0.8509 -2.0887 1.2139
N 0.1123 -1.3984 0.3957
C 1.1753 -1.9924 -0.1987
O 1.8989 -1.4352 -1.0293
O 1.2564 -3.2312 0.1654
H 1.6127 2.8233 -0.5836
H 0.4982 4.0793 -0.3679
H -1.7518 3.2524 -0.0623
H -3.0392 -1.4634 1.0017
H -0.4274 -2.1048 2.2585
H -1.1725 -3.0599 0.8180
H 1.9798 -3.6293 -0.4770
I 3.5177 1.1350 -0.1644
H 2.4768 -0.2623 -0.6023
```

## Properties
Kohn-Sham gap in eV: 8.0
Energy relative to the best compared isomer or geometry (same formula, charge and spin) in kcal/mol: 0.0
Structure (SMILES): Nc1nc2c(c(=O)[nH]1)NCN2C(=O)O.I
Multiplicity: 1
Energy in eV: -28045.3564


[8]
# C4H6NO3

A 2-piece molecular cluster, C4H6NO3 overall in a non-equilibrium geometry (ωB97M-V with the def2-TZVPD basis set, the OMol25 dataset).

```
14
C4H6NO3 ωB97M-V with the def2-TZVPD basis set
C 2.5386 -0.4786 -0.9390
C 1.5503 -0.6816 0.0323
N 0.0612 -0.5696 -0.2270
C -0.8997 0.2930 -0.8367
C -2.2289 0.2074 -0.4679
O -2.5432 -0.8761 0.1067
O -3.0126 1.1114 -0.6752
O 1.7634 -1.3401 1.1172
H 2.2754 -0.3029 -1.9540
H 3.4390 -0.9956 -0.7098
H -0.6900 1.8641 3.0152
H -0.4711 -1.1429 0.5060
H -0.7407 1.3052 -1.3481
H -1.0417 1.6063 2.3803
```

## Properties
Kohn-Sham gap (spin up / spin down) in eV: 5.7 / 6.6
Energy relative to the best compared isomer or geometry (same formula, charge and spin) in kcal/mol: 29.0
Total charge: -2
Multiplicity: 2
Energy in eV: -11873.8208